Computed, not measured: 9 unconnected molecules or ions with the total composition C19H26Cl8F4O15 in a non-equilibrium geometry, with wB97M-V/def2-TZVPD.

As for the HOMO energy (alpha / beta): -12.268 / -12.268 eV. As for the calculated total energy: -161874.7900 eV. The gap between HOMO and LUMO (alpha / beta) comes out at 0.3306 / 0.0798 Ha. As for the energy above the lowest of the compared OMol25 structures with the same formula, charge and spin: 0.000 eV. As for the spin multiplicity: 2. As for the charge: +1.

Each line ends with the Löwdin spin population.
Geometry (Å):
C: -1.96868 3.89497 1.87523  0.0000
O: -0.93723 4.90743 1.79188  0.0000
C: -0.19042 5.13512 0.67788  0.0000
O: -0.39104 4.68459 -0.44706  0.0000
O: 0.62799 6.14433 0.88700  0.0000
C: 1.57324 6.57251 -0.05797  0.0000
H: -2.01879 3.11865 1.11175  0.0000
H: -2.94075 4.38607 1.91975  0.0000
H: -1.94651 3.60968 2.92700  0.0000
H: 1.92316 7.57290 0.19674  0.0000
H: 1.21470 6.53214 -1.08652  0.0000
H: 2.39059 5.85610 0.02451  0.0000
C: 0.46916 3.30742 -3.11690  0.0000
C: 1.77997 3.04024 -2.37576  0.0000
O: 2.51207 2.46626 -3.44600  0.0000
C: 1.65800 2.05780 -4.40148  0.0000
O: 2.05551 1.57667 -5.46336  0.0000
O: 0.48528 2.23482 -4.05505  0.0000
F: 1.59073 2.09477 -1.43194  0.0000
H: 0.44789 4.31995 -3.51993  0.0000
H: -0.23192 3.32448 -2.28246  0.0000
H: 2.25748 3.87969 -1.87036  0.0000
C: -0.99621 -3.74233 2.06328  0.0144
C: -0.94386 -5.26198 2.02092  0.0043
O: -1.44605 -5.66391 3.24047  0.0185
C: -1.80075 -4.64953 4.01528  0.0486
O: -2.22211 -4.64604 5.18197  0.6851
O: -1.59374 -3.51433 3.34006  0.0717
F: 0.30626 -5.69551 1.94602  0.0035
H: -1.54452 -3.17374 1.31216  0.0087
H: -0.01684 -3.26385 2.06226  0.0011
H: -1.45053 -5.69838 1.16013  0.0025
C: -1.93521 -0.94298 -1.04890  0.0000
C: -1.15341 0.24120 -1.52428  0.0000
O: 0.15575 -0.04206 -1.10416  0.0000
C: 0.10922 -0.85907 -0.05521  0.0000
O: 1.07253 -1.24371 0.60047  0.0001
O: -1.20382 -1.17081 0.19852  0.0017
F: -1.56721 1.40967 -1.00049  0.0000
H: -1.86274 -1.84947 -1.64985  0.0000
H: -3.00108 -0.81561 -0.85974  0.0000
H: -1.07897 0.20194 -2.61103  0.0000
C: 3.06321 -4.39282 -2.96613  0.0000
C: 3.66486 -3.85246 -1.69754  0.0000
O: 2.58943 -4.00283 -0.82117  0.0000
C: 1.42623 -3.91444 -1.59780  0.0000
O: 0.28068 -3.83758 -1.20835  0.0001
O: 1.73781 -4.03922 -2.90156  0.0000
F: 4.01294 -2.61586 -1.82690  0.0000
H: 3.07437 -5.48000 -3.04350  0.0000
H: 3.69675 -3.95127 -3.73539  0.0000
H: 4.57134 -4.32290 -1.31664  0.0000
C: -4.22700 -1.37218 2.51016  0.0078
Cl: -4.20195 -1.85635 4.26649  0.1246
Cl: -4.24757 -2.72055 1.39110  0.0018
H: -5.11167 -0.76482 2.31893  0.0044
H: -3.30826 -0.84085 2.26174  0.0008
C: 1.20982 1.17011 3.04754  0.0000
Cl: -0.53249 0.86102 3.14289  0.0000
Cl: 1.53985 2.49040 1.94445  0.0000
H: 1.70211 1.38109 3.99687  0.0000
H: 1.66815 0.33945 2.51085  0.0000
C: 4.50771 -2.72573 1.78439  0.0000
Cl: 6.00941 -2.92369 0.79822  0.0000
Cl: 3.78428 -4.33660 2.11928  0.0000
H: 4.71281 -2.25540 2.74607  0.0000
H: 3.75333 -2.15128 1.24678  0.0000
C: -4.82281 3.23904 -2.10669  0.0000
Cl: -4.55822 3.44816 -0.34191  0.0000
Cl: -3.63811 2.11865 -2.65512  0.0000
H: -5.80962 2.82390 -2.31157  0.0000
H: -4.73451 4.14890 -2.70037  0.0000


Computed, not measured: 2 unconnected molecules or ions with the total composition C10H15ClN2O in a non-equilibrium geometry, with wB97M-V/def2-TZVPD.

As for the HOMO energy: -7.840 eV. As for the calculated total energy: -28159.4672 eV. Its SMILES is C/C=C/N1CCOCC1.C=C(Cl)C#N. The gap between HOMO and LUMO comes out at 0.2832 Ha. As for the energy above the lowest of the compared OMol25 structures with the same formula, charge and spin: 1.179 eV. As for the spin multiplicity: 1.

Each line ends with the Mulliken charge.
Geometry (Å):
C: 1.82191 2.82422 -1.40473  0.0801
C: 1.43317 0.94002 -2.95469  -0.5526
C: -0.83967 1.06754 0.54399  -0.7127
C: -1.80187 -1.09906 0.46609  -0.5457
C: -2.18384 1.68622 -0.03429  -0.7235
C: -3.05866 -0.57216 -0.28331  -0.7078
C: 1.57832 -0.09597 0.76704  -0.0546
C: 0.60960 -0.84010 0.32941  -0.2739
C: 1.99585 2.08112 -2.62946  0.4689
C: 2.93742 -0.61381 1.10923  -1.4347
N: 1.74459 3.41507 -0.40869  -0.3872
N: -0.65170 -0.34551 0.14137  0.4361
O: -3.29859 0.80744 0.11993  -0.4030
Cl: 3.00998 3.07861 -3.62350  -0.1703
H: 1.52701 0.76397 -4.00987  0.3575
H: 0.55481 0.73308 -2.32626  0.2059
H: -0.10378 1.74423 0.12480  -0.0142
H: -0.86037 1.03041 1.56735  0.6222
H: -2.00951 -1.04832 1.60384  0.3091
H: -1.62252 -2.23437 0.21594  0.3593
H: -2.40994 2.65250 0.48424  0.3228
H: -1.99149 1.93915 -1.02810  0.4064
H: -2.74364 -0.55473 -1.33054  0.3084
H: -3.97425 -1.05668 -0.30178  0.4464
H: 1.68309 0.93036 0.90760  0.4854
H: 0.77822 -1.91737 0.34689  0.2468
H: 3.55793 -0.48301 0.22478  0.2800
H: 2.99944 -1.67967 1.43055  0.3370
H: 3.49438 -0.01379 1.91202  0.3078